# 1
Here is a molecular structure, C7H8Br15CaO2 from the OMol25 dataset. Energies are from ωB97M-V/def2-TZVPD.

```
33
Properties=species:S:1:pos:R:3:forces:R:3
Ca 2.577 -1.412 -3.673 -1.6 0.4 2.4
C -0.093 -0.710 -0.338 0.7 0.9 -1.2
C 0.881 -0.948 -1.492 -0.2 -1.7 0.9
O 1.772 -0.155 -1.809 1.7 3.0 -1.0
O 0.982 -2.078 -2.047 -0.5 -1.8 -1.4
H -1.146 -0.718 -0.621 0.1 -0.7 -0.1
H 0.059 0.326 -0.037 0.2 -0.2 0.4
H 0.166 -1.450 0.420 -0.4 0.2 0.1
C -3.468 -2.081 -2.122 -0.5 -0.6 0.5
Br -1.988 -2.358 -3.376 -0.7 0.0 0.5
Br -3.174 -2.961 -0.351 -0.4 0.5 -1.4
Br -5.195 -2.657 -2.929 1.2 0.5 0.6
H -3.486 -1.022 -1.863 -0.2 -0.2 -0.4
C -2.176 3.683 -0.127 0.5 0.0 -0.2
Br -2.383 2.553 -1.747 0.2 0.9 0.7
Br -1.696 5.627 -0.469 -0.4 -2.1 0.2
Br -0.925 2.758 1.127 -0.7 0.8 -0.6
H -3.154 3.634 0.351 0.4 0.3 -0.1
C 1.988 0.791 2.320 0.1 0.2 0.3
Br 1.031 -0.714 3.174 0.7 1.0 -0.1
Br 3.647 0.245 1.413 -0.8 0.1 0.7
Br 2.275 2.422 3.504 -0.3 -1.7 -1.1
H 1.307 1.062 1.513 0.2 0.3 0.4
C 2.406 3.361 -0.386 0.3 0.8 -1.0
Br 2.018 5.043 0.539 0.0 -1.0 -0.4
Br 4.373 3.209 -0.519 -1.0 0.0 -0.2
Br 1.507 3.376 -2.213 0.7 0.0 1.3
H 2.006 2.467 0.093 0.1 0.4 0.1
C 0.105 -4.190 2.341 -0.9 -0.3 -0.3
Br 0.551 -5.815 3.340 -0.2 1.0 -0.6
Br -1.387 -3.185 3.275 1.0 -0.9 -0.9
Br -0.320 -4.617 0.391 0.5 0.3 1.9
H 0.938 -3.487 2.317 -0.1 -0.4 0.1
```
Forces are in eV/Å.

Results
DFT total energy in eV: -1080551.838
M in g mol⁻¹: 1362.777
E_HOMO in eV: -12.0
LUMO energy in eV: -5.78
Charge: +1



# 2
Here is a single C4H8N2 molecule from the OMol25 dataset. Energies are from ωB97M-V/def2-TZVPD.

```
14
Properties=species:S:1:pos:R:3:forces:R:3
C -2.014 0.778 -0.062 -0.5 -0.4 0.5
N -0.971 0.140 -0.830 1.3 -1.5 -0.5
C -0.389 -1.338 -0.423 -1.5 1.4 -0.1
C 0.252 -0.068 -0.210 0.9 0.6 0.4
C 1.348 0.568 0.186 -0.5 -0.2 -0.7
N 2.474 -0.072 0.693 0.3 -0.2 0.5
H -1.753 1.830 0.096 0.0 -0.1 -0.2
H -2.159 0.330 0.932 0.0 0.0 0.0
H -2.953 0.714 -0.613 0.0 0.1 0.1
H -0.082 -2.000 -1.226 -0.3 0.2 -0.2
H -0.996 -1.776 0.363 0.3 -0.1 0.1
H 1.432 1.641 0.076 -0.1 0.0 0.1
H 3.357 0.333 0.417 -0.1 -0.1 0.0
H 2.455 -1.079 0.601 0.1 0.1 0.0
```
Forces are in eV/Å.

Results
SMILES: CN1C/C1=C\N
Energy above the lowest of the compared OMol25 structures with the same formula, charge and spin in eV: 2.5894
DFT total energy in eV: -7255.286
M in g mol⁻¹: 84.122
E_HOMO in eV: -7.5
LUMO energy in eV: 1.09



# 3
Here is 2 unconnected molecules or ions with the total composition C6H6BBrO2S from the OMol25 dataset. Energies are from ωB97M-V/def2-TZVPD.

```
17
Properties=species:S:1:pos:R:3:forces:R:3
B -0.526 0.064 1.754 -0.9 0.4 0.0
C -0.458 1.053 -1.924 1.1 -3.0 2.5
C -0.863 1.473 -0.651 -2.1 1.8 -0.1
C 0.033 -0.183 -2.207 -1.5 -0.1 3.1
C -0.831 0.945 0.528 0.8 -1.2 1.3
C 0.491 -2.447 -1.093 0.3 -3.0 1.5
C 0.080 -1.351 -1.421 0.0 3.8 -1.7
O -1.621 -0.255 2.536 1.5 -1.0 1.3
O 0.764 -0.269 2.115 0.0 -0.4 -0.2
S 0.805 -3.886 -0.456 0.1 0.2 -0.2
Br 2.462 1.926 0.560 2.5 4.3 -1.6
H -0.524 1.709 -2.687 -0.2 2.2 -2.4
H -1.526 2.346 -0.756 0.3 0.4 0.4
H 0.190 -0.184 -3.189 1.3 -1.2 -4.1
H 1.877 0.848 0.951 -2.1 -4.1 1.5
H -1.239 -0.682 3.359 -1.1 0.6 -1.2
H 0.886 -1.107 2.581 -0.1 0.3 0.0
```
Forces are in eV/Å.

Results
Spin multiplicity: 3
DFT total energy in eV: -91964.802
M in g mol⁻¹: 232.895
E_HOMO (alpha / beta) in eV: -8.4 / -8.6
LUMO energy (alpha / beta) in eV: -0.42 / -2.53